No. 1
The following is a quantum chemistry calculation of a gas-phase ion, C3H10NOS2 (charge +1) at a distorted geometry, from the OMol25 dataset.

Structure (XYZ):
```
17
Properties=species:S:1:pos:R:3:forces:R:3:lowdin_charge:R:1
N -0.993 1.476 0.052 -1.6 -0.6 2.8 0.142
C -1.108 0.385 -0.917 1.2 0.3 -1.0 -0.198
C -0.693 -1.020 -0.476 -1.8 1.0 0.2 -0.177
C 0.335 -1.232 0.645 3.5 0.5 -4.4 -0.177
S 1.957 -0.010 0.601 -0.2 -3.4 1.8 0.382
O 1.423 1.342 0.752 0.5 1.2 0.0 -0.493
S 3.205 -0.596 -0.757 -1.1 0.8 1.0 0.324
H -1.151 2.350 -0.426 0.1 0.6 0.1 0.158
H 0.001 1.458 0.566 -0.8 0.3 -1.0 0.071
H -1.745 1.377 0.813 1.3 0.4 -1.4 0.206
H -2.065 0.393 -1.408 -0.8 -0.1 0.4 0.133
H -0.485 0.677 -1.746 0.7 0.3 -0.2 0.128
H -1.684 -1.430 -0.243 0.6 -0.7 0.8 0.128
H -0.516 -1.417 -1.464 1.0 -0.9 0.2 0.123
H 0.996 -2.070 0.388 -0.7 -0.3 0.2 0.073
H 0.062 -1.287 1.619 -1.2 0.2 2.9 0.050
H 2.462 -0.394 2.001 -0.7 0.7 -2.4 0.126
```
Forces are in eV/Å.

Output
**Multiplicity**: 1
**Orbital gap**: 9.706 eV
**LUMO**: -3.58 eV
**Total charge**: +1
**Highest occupied orbital energy**: -13.287 eV
**SMILES**: [NH3+]CCC[S@H](=O)=S

***

No. 2
The following is a quantum chemistry calculation of a molecular structure, BeH8O8S at a distorted geometry, from the OMol25 dataset.

Structure (XYZ):
```
18
Properties=species:S:1:pos:R:3:forces:R:3:lowdin_charge:R:1
Be -27.577 -13.668 -0.683 0.5 1.1 0.3 0.070
S -26.268 -11.140 -0.146 1.5 7.7 3.0 0.145
O -26.923 -12.390 -0.415 -2.9 -6.2 -2.5 -0.301
O -26.997 -10.604 1.012 -0.9 -0.3 0.2 -0.391
O -24.914 -11.357 0.173 3.5 -2.2 1.1 -0.339
O -26.291 -10.244 -1.261 -1.5 0.4 -2.3 -0.351
O -29.410 -11.761 -1.634 -1.2 0.8 0.5 -0.059
H -29.867 -10.991 -1.194 1.0 -1.1 -0.7 0.099
H -29.460 -11.560 -2.575 0.1 0.3 0.1 0.049
O -28.726 -13.920 0.508 -0.3 -0.5 0.0 0.094
H -28.975 -13.017 0.779 0.3 0.0 0.2 0.136
H -28.510 -14.455 1.289 -0.2 0.5 -0.1 0.135
O -28.168 -14.297 -2.154 0.3 -0.6 -0.1 0.113
H -28.472 -13.878 -2.956 -0.4 0.9 0.0 0.121
H -27.631 -15.020 -2.486 0.1 -0.4 0.1 0.112
O -26.391 -14.913 -0.430 0.6 -1.5 -0.3 0.098
H -25.717 -15.206 -1.070 -0.2 0.7 0.2 0.139
H -26.242 -15.513 0.313 -0.2 0.4 0.2 0.130
```
Forces are in eV/Å.

Output
**Multiplicity**: 1
**Orbital gap**: 4.930 eV
**LUMO**: -1.55 eV
**Highest occupied orbital energy**: -6.482 eV

***

No. 3
The following is a quantum chemistry calculation of 2 unconnected molecules or ions with the total composition C4H9O2 at a distorted geometry, from the OMol25 dataset.

Structure (XYZ):
```
15
Properties=species:S:1:pos:R:3:forces:R:3:lowdin_charge:R:1
C 1.006 1.566 -0.456 -0.5 1.2 1.6 -0.065
C -0.204 2.511 -0.816 0.3 -0.9 -0.9 -0.806
O -1.325 2.226 -0.342 0.1 0.0 0.4 -0.112
O 0.095 3.373 -1.666 -0.1 0.6 0.0 -0.114
H 0.917 0.613 -0.964 0.3 0.0 -0.2 0.047
H 0.986 1.408 0.637 -0.1 -0.3 -0.3 0.040
H 1.918 2.145 -0.596 0.2 -0.4 -0.7 0.046
C -0.079 -1.384 1.145 -1.0 0.5 -0.2 -0.162
C -0.707 -2.050 -0.075 0.2 -0.5 -0.6 -0.184
H -0.886 -1.491 1.877 0.6 0.1 0.6 0.061
H 0.856 -1.826 1.480 -0.1 -0.3 0.0 0.059
H 0.094 -0.308 1.010 -0.2 -0.5 -0.1 0.028
H -0.912 -3.107 0.127 0.0 0.0 0.1 0.049
H -0.097 -2.058 -0.974 0.3 0.2 -0.1 0.049
H -1.661 -1.618 -0.388 0.1 0.3 0.3 0.067
```
Forces are in eV/Å.

Output
**Multiplicity**: 1
**Orbital gap**: 7.597 eV
**LUMO**: 3.82 eV
**Total charge**: -1
**Highest occupied orbital energy**: -3.775 eV

***

No. 4
The following is a quantum chemistry calculation of a single C6H14 molecule at a distorted geometry, from the OMol25 dataset.

Structure (XYZ):
```
20
Properties=species:S:1:pos:R:3:forces:R:3:lowdin_charge:R:1
C -0.842 1.297 2.034 0.3 -0.3 0.5 -0.112
C -0.971 -0.237 1.911 1.0 0.4 -0.1 -0.230
C -0.668 -0.934 0.545 -0.5 0.6 0.0 -0.191
C -0.210 -0.072 -0.651 -0.9 0.0 -0.5 -0.236
C 1.052 -0.574 -1.334 0.6 0.8 0.8 -0.284
C 1.572 0.317 -2.460 0.1 -0.3 0.3 -0.118
H -0.327 1.516 2.973 -0.2 0.0 0.0 0.065
H -0.197 1.736 1.280 -0.2 0.1 -0.2 0.048
H -1.804 1.796 2.095 -0.1 0.2 -0.4 0.065
H -0.206 -0.614 2.590 -0.2 -0.3 0.2 0.089
H -1.940 -0.526 2.306 -0.1 -0.2 0.0 0.093
H 0.063 -1.716 0.752 0.0 -0.1 -0.2 0.098
H -1.579 -1.417 0.208 -0.1 -0.4 0.1 0.094
H -0.157 0.992 -0.411 0.5 -0.2 0.1 0.085
H -1.030 -0.067 -1.385 0.1 -0.2 0.0 0.110
H 1.823 -0.564 -0.547 0.0 -0.3 -0.2 0.111
H 0.958 -1.604 -1.669 -0.2 -0.1 0.0 0.106
H 1.900 1.283 -2.074 -0.3 0.1 0.0 0.070
H 0.829 0.449 -3.250 0.2 0.0 0.0 0.073
H 2.480 -0.144 -2.842 0.0 0.0 -0.4 0.064
```
Forces are in eV/Å.

Output
**Multiplicity**: 1
**Orbital gap**: 11.865 eV
**LUMO**: 1.22 eV
**Highest occupied orbital energy**: -10.646 eV
**SMILES**: CCCCCC

***

Relative energy (zero: lowest compared OMol25 entry of this formula, charge and spin), record by record: 62.7, 25.6, 9.4, 18.0 kcal per mole